(1)
DFT (ωB97M-V/def2-TZVPD) results for C56H53BaBr2Cl4GeN5O5Se2 as an isolated structure in a non-equilibrium geometry.

```
129
Properties=species:S:1:pos:R:3:lowdin_charge:R:1
Ba 0.36383 -2.04735 0.49219 2.1250
Se -1.13395 -6.05529 0.59792 0.6761
Se -2.93769 -5.23253 1.79561 0.6976
C -2.07339 -4.17940 3.16504 -0.6535
C -2.62638 -4.27879 4.43590 -0.1208
C -2.05212 -3.54562 5.45990 -0.0831
C -0.93792 -2.77068 5.18314 -0.0412
C -0.45777 -2.74697 3.88436 -0.1320
N -1.02261 -3.42773 2.87982 -0.0177
C -1.41707 -5.10104 -1.05827 -0.6871
C -1.46844 -5.83439 -2.23559 -0.1003
C -1.62827 -5.14247 -3.42673 -0.0497
C -1.75140 -3.76348 -3.39160 -0.0330
C -1.69634 -3.12915 -2.16078 -0.1580
N -1.52219 -3.78209 -1.01157 -0.0482
H -3.47788 -4.92176 4.61450 0.1023
H -2.46244 -3.59151 6.45936 0.1030
H -0.44756 -2.18716 5.94966 0.1150
H 0.39036 -2.12175 3.62623 0.0889
H -1.39384 -6.91249 -2.21479 0.0996
H -1.66451 -5.67865 -4.36620 0.1126
H -1.87676 -3.18313 -4.29494 0.1114
H -1.77775 -2.05144 -2.08235 0.0689
C -4.98011 -3.06215 -0.79376 -0.0175
C -4.74887 -2.49701 0.57590 -0.3492
C -5.51757 -2.93335 1.68477 -0.0417
C -5.26135 -2.42398 2.92333 -0.0358
C -4.25024 -1.44845 3.08114 -0.1942
C -3.92246 -0.80811 4.30270 -0.6180
Br -4.80165 -1.30585 5.90713 0.7927
C -2.99985 0.19195 4.34426 -0.1680
C -2.34335 0.59503 3.16430 -0.5771
Br -1.20353 2.09280 3.26355 0.8377
C -2.56968 -0.03055 1.95809 -0.3741
O -1.89562 0.29434 0.85849 -0.2491
C -3.55264 -1.06660 1.91762 -0.1622
N -3.80226 -1.60465 0.69948 0.1774
H -5.87528 -3.68050 -0.83211 0.0790
H -4.12006 -3.67440 -1.08348 0.0581
H -5.06975 -2.25529 -1.52118 0.0820
H -6.29712 -3.66919 1.53736 0.1146
H -5.83229 -2.74259 3.78515 0.0840
H -2.77576 0.69817 5.27247 0.0972
Cl 5.82290 -1.17347 -0.75258 0.7111
C 6.54915 -1.43496 0.80329 -0.5398
C 7.60449 -2.31968 0.89989 -0.1101
C 8.17776 -2.57178 2.13562 -0.0885
C 7.64173 -1.98293 3.26606 -0.1216
C 6.55830 -1.12365 3.16072 -0.5779
Cl 5.81830 -0.61205 4.64576 0.7343
C 6.02192 -0.75389 1.91379 -0.2718
N 4.98062 0.13755 1.70497 0.0926
C 4.73494 1.35429 2.33294 -0.2486
C 5.75788 2.06236 2.96676 -0.0730
C 5.50860 3.26659 3.59956 -0.0775
C 4.22854 3.79959 3.60155 -0.0984
C 3.22498 3.12187 2.92623 -0.0760
C 3.44796 1.91587 2.27036 -0.1720
C 2.33246 1.37039 1.40544 -0.0239
C 1.88594 -0.08590 1.54681 -0.6973
O 2.52736 -0.97108 0.90077 -0.2362
O 0.83713 -0.36476 2.17544 -0.2532
H 7.97041 -2.79653 0.00137 0.1042
H 9.01990 -3.24466 2.21833 0.1051
H 8.02739 -2.20955 4.25022 0.1006
H 4.26577 -0.19812 1.06447 0.0791
H 6.76072 1.65653 2.95670 0.1128
H 6.32148 3.78574 4.09178 0.1066
H 4.01500 4.73151 4.10765 0.1028
H 2.22722 3.54619 2.88842 0.1176
H 2.62182 1.50814 0.35686 0.1079
H 1.44717 1.97887 1.58719 0.0974
Cl 1.89791 3.83929 -2.86968 0.7632
C 3.15484 3.20255 -1.83657 -0.5687
C 3.23840 3.72419 -0.55275 -0.1077
C 4.29801 3.40337 0.27333 -0.0976
C 5.31517 2.59936 -0.22346 -0.0938
C 5.21374 2.07156 -1.49277 -0.5527
Cl 6.53004 1.10358 -2.09812 0.6668
C 4.09502 2.28153 -2.32500 -0.3044
N 4.00853 1.59445 -3.51778 0.0667
C 2.86168 1.30721 -4.28391 -0.2548
C 2.82140 1.62257 -5.63596 -0.0255
C 1.70723 1.29767 -6.39334 -0.0831
C 0.62361 0.67022 -5.78866 -0.0806
C 0.68266 0.34263 -4.44175 -0.0252
C 1.80926 0.62818 -3.68071 -0.1498
C 1.91084 0.30723 -2.21704 -0.0487
C 1.00457 -0.77988 -1.71245 -0.7717
O -0.09113 -0.42821 -1.18092 -0.3157
O 1.37161 -1.97621 -1.72823 -0.1810
H 2.46087 4.40073 -0.22303 0.1131
H 4.34519 3.79028 1.28270 0.0857
H 6.18559 2.36496 0.37324 0.1083
H 4.88839 1.29961 -3.90526 0.0982
H 3.66094 2.14449 -6.07891 0.1151
H 1.67780 1.55186 -7.44487 0.1007
H -0.26241 0.43198 -6.36351 0.1002
H -0.15834 -0.15813 -3.97362 0.1065
H 1.63403 1.21052 -1.66767 0.1006
H 2.93597 0.04471 -1.95153 0.1291
C -7.00083 3.21033 -0.06645 -0.1136
C -6.77030 1.96890 -0.91770 -0.2739
C -5.32471 1.82065 -1.39209 -0.2975
C -4.32778 1.67967 -0.23970 -0.2797
Ge -2.62068 0.88931 -0.72788 0.9358
C -1.32402 2.22468 -1.28821 -0.2649
C -1.92125 3.40335 -2.06559 -0.2709
C -1.97812 3.14981 -3.56540 -0.2569
C -2.67431 1.84363 -3.92742 -0.1121
H -8.04832 3.30656 0.22132 0.0683
H -6.72176 4.11444 -0.61315 0.0758
H -6.41006 3.18353 0.85024 0.0661
H -7.43110 1.99612 -1.78852 0.1037
H -7.04649 1.07548 -0.34712 0.1043
H -5.06262 2.68880 -2.01024 0.0969
H -5.25898 0.94845 -2.05265 0.0920
H -4.76022 1.03121 0.53104 0.0693
H -4.12732 2.63918 0.24557 0.0804
H -2.80571 -0.31725 -1.65534 0.0060
H -0.54097 1.73263 -1.86182 0.0410
H -0.85997 2.56127 -0.35598 0.0760
H -1.31470 4.29544 -1.88555 0.0989
H -2.92590 3.65260 -1.70431 0.0881
H -0.95474 3.13839 -3.96447 0.0881
H -2.48706 3.98459 -4.05465 0.1067
H -2.13272 0.98120 -3.53495 0.0307
H -2.73300 1.72063 -5.01029 0.0747
H -3.70414 1.80682 -3.53286 0.0560
```

The frontier orbital gap is 6.9 eV. The total charge is 0. For the HOMO energy, the calculation gives -7.3569 eV. As for the energy above the lowest of the compared OMol25 structures with the same formula, charge and spin: 42.8 kcal/mol.


(2)
DFT (ωB97M-V/def2-TZVPD) results for C56H53IN4O5P3S3Sc as an isolated structure.

```
126
Properties=species:S:1:pos:R:3:lowdin_charge:R:1
Sc 0.04792 1.32222 0.04108 0.3472
O 1.37437 -0.17248 0.78129 -0.6002
S 0.80790 -1.58314 0.96169 1.0176
C 1.19290 -1.96334 2.64429 -0.3825
C 2.48472 -1.83704 3.14483 -0.0751
C 2.70695 -2.07416 4.48675 -0.0511
C 1.64137 -2.43811 5.30460 -0.0422
C 0.35514 -2.52595 4.79891 -0.0660
C 0.09625 -2.26360 3.45312 -0.3326
P -1.59647 -2.21816 2.70324 1.0911
C -1.65190 -3.93175 2.06424 -0.3751
C -1.68817 -4.06782 0.67773 -0.1063
C -1.64934 -5.32562 0.08757 -0.0718
C -1.58463 -6.45663 0.88542 -0.0773
C -1.55541 -6.33110 2.27063 -0.0726
C -1.58313 -5.07686 2.85670 -0.0877
C -2.66654 -2.19960 4.17566 -0.3876
C -3.79620 -3.01678 4.24395 -0.0957
C -4.71465 -2.86107 5.27262 -0.0801
C -4.52102 -1.88467 6.23856 -0.0820
C -3.41062 -1.05495 6.16571 -0.0724
C -2.49468 -1.20322 5.13669 -0.1138
C 1.88531 -2.59851 -0.03746 -0.3003
C 2.70429 -3.58490 0.48827 -0.0461
C 3.55181 -4.29767 -0.34966 -0.0411
C 3.59583 -4.00805 -1.70146 -0.0427
C 2.74729 -3.04500 -2.22939 -0.0755
C 1.84905 -2.35622 -1.41912 -0.2415
P 0.62787 -1.29734 -2.25835 0.8613
C 1.59756 -0.48538 -3.51737 -0.3085
C 1.32985 -0.65165 -4.87321 -0.0770
C 2.11044 0.00327 -5.81147 -0.0641
C 3.15294 0.82054 -5.39540 -0.0559
C 3.42673 0.98343 -4.04408 -0.0515
C 2.65355 0.32674 -3.10314 -0.0912
C -0.55344 -2.42960 -3.01314 -0.2548
C -1.85533 -1.95975 -3.17767 -0.0865
C -2.82650 -2.78702 -3.72259 -0.0575
C -2.50408 -4.08064 -4.10560 -0.0644
C -1.20696 -4.55059 -3.94712 -0.0740
C -0.23323 -3.72947 -3.40059 -0.0648
H 3.29507 -1.53939 2.49041 0.1260
H 3.70220 -1.97395 4.89776 0.1138
H 1.81675 -2.63824 6.35342 0.1142
H -0.46442 -2.77176 5.46094 0.1064
H -1.75162 -3.18081 0.05582 0.0774
H -1.67736 -5.41580 -0.99126 0.0946
H -1.55973 -7.43913 0.43263 0.1049
H -1.50787 -7.21462 2.89375 0.1064
H -1.55618 -4.98633 3.93657 0.1113
H -3.96152 -3.77968 3.49503 0.0993
H -5.58383 -3.50449 5.31668 0.1048
H -5.23710 -1.76402 7.04048 0.1044
H -3.26076 -0.27876 6.90452 0.1085
H -1.65077 -0.52366 5.07244 0.0979
H 2.68994 -3.79865 1.54623 0.1091
H 4.19153 -5.06348 0.06726 0.1165
H 4.28152 -4.53405 -2.35122 0.1163
H 2.78173 -2.82453 -3.29030 0.1186
H 0.50232 -1.27207 -5.19424 0.1093
H 1.89823 -0.11529 -6.86537 0.1100
H 3.75631 1.33788 -6.12972 0.1114
H 4.23140 1.63076 -3.72407 0.1172
H 2.85754 0.46395 -2.04666 0.1125
H -2.08410 -0.94187 -2.89018 0.0749
H -3.83625 -2.41848 -3.84635 0.1090
H -3.26437 -4.72527 -4.52664 0.1101
H -0.95300 -5.55904 -4.24494 0.1099
H 0.76845 -4.11682 -3.26623 0.0979
O -0.10457 -0.42261 -1.26950 -0.4802
N -1.05490 1.19262 -3.72978 0.0449
C -1.61204 0.98140 -4.92613 -0.1681
C -1.42210 1.78615 -6.02930 -0.0691
C -0.58983 2.89187 -5.88283 -0.0657
C -0.01320 3.13507 -4.65697 -0.0978
C -0.27565 2.26579 -3.58509 -0.7041
S 0.48206 2.68156 -2.05519 0.6826
H -2.25091 0.10450 -4.99989 0.0985
H -1.90831 1.55944 -6.96789 0.1010
H -0.40231 3.55802 -6.71534 0.1102
H 0.62762 3.99054 -4.49649 0.1037
O 6.23836 9.91787 2.46413 -0.3589
S 5.70283 8.97360 1.51104 0.3861
O 4.33211 9.20942 1.10257 -0.3694
O 6.60569 8.58489 0.43972 -0.3630
C 5.59658 7.40006 2.43179 -0.3321
N 6.40163 7.19715 3.47540 0.1292
C 6.32931 6.01038 4.05689 -0.1199
C 5.47632 5.00524 3.62454 -0.0040
C 4.68117 5.31899 2.53163 -0.2260
N 4.74281 6.50552 1.94657 0.1602
C 3.71598 4.37031 1.91689 -0.1122
C 2.87550 4.81338 0.90380 0.0360
C 1.99461 3.93074 0.31786 -0.1585
N 1.89723 2.63118 0.65125 -0.0930
C 2.69950 2.21844 1.65053 -0.1627
C 3.60382 3.03646 2.29090 0.0095
H 6.98464 5.84931 4.90739 0.1070
H 5.44502 4.04996 4.12733 0.0939
H 2.92416 5.84708 0.58892 0.1291
H 1.34122 4.27562 -0.47159 0.0376
H 2.60703 1.18685 1.94495 0.0818
H 4.21432 2.61521 3.07655 0.1076
I -0.82925 2.14058 2.58171 0.2997
C -4.07872 3.45255 1.02390 -0.1582
C -3.98455 1.93196 0.95841 -0.4548
P -2.85827 1.24652 -0.32237 0.9079
C -3.33445 -0.53825 -0.18262 -0.4113
C -4.65330 -0.96812 -0.81577 -0.1390
C -3.64880 1.78735 -1.89294 -0.3939
C -3.30603 3.20988 -2.33439 -0.1374
H -4.63211 3.75279 1.91392 0.0758
H -4.60128 3.86122 0.16002 0.0537
H -3.09208 3.91185 1.08002 0.0442
H -4.97366 1.49564 0.78914 0.0775
H -3.61475 1.53872 1.90809 0.0099
H -3.35310 -0.73030 0.89667 0.0455
H -2.50907 -1.13646 -0.57174 0.0252
H -5.49943 -0.41767 -0.40287 0.0670
H -4.83199 -2.02951 -0.63456 0.0727
H -4.65632 -0.81085 -1.89511 0.0527
H -4.73071 1.66276 -1.79360 0.0849
H -3.30947 1.08226 -2.65225 0.0423
H -3.83902 3.95569 -1.74731 0.0548
H -3.58012 3.35510 -3.38071 0.0775
H -2.24113 3.41353 -2.23383 0.0294
```

The frontier orbital gap is 5.4 eV. The total charge is 0. For the HOMO energy, the calculation gives -6.6481 eV. As for the energy above the lowest of the compared OMol25 structures with the same formula, charge and spin: 0.0 kcal/mol.


Number 1: E_LUMO -0.4 eV, total energy -454703.3233 eV. Number 2: E_LUMO -1.3 eV, total energy -164308.7669 eV.